[1]
{
  "formula": "C36H64FN4O7",
  "method": "the ωB97M-V functional and the def2-TZVPD basis",
  "homo_lumo_gap_ev": [5.34, 6.32],
  "spin_multiplicity": 3,
  "charge": 1,
  "lumo_ev": [-4.321, -4.321],
  "elements": ["C", "H", "H", "H", "H", "C", "N", "F", "H", "C", "C", "C", "C", "H", "C", "H", "H", "C", "H", "H", "H", "C", "C", "H", "C", "C", "H", "H", "C", "C", "H", "H", "H", "C", "C", "H", "N", "O", "H", "C", "C", "H", "H", "H", "H", "C", "H", "C", "H", "C", "H", "C", "C", "H", "H", "H", "H", "H", "C", "C", "C", "C", "H", "H", "H", "H", "C", "O", "H", "N", "C", "H", "H", "H", "H", "C", "C", "H", "C", "H", "H", "H", "H", "H", "H", "H", "H", "C", "O", "H", "H", "H", "H", "H", "N", "C", "H", "H", "O", "H", "O", "O", "H", "O", "H", "C", "H", "H", "H", "H", "C", "H"],
  "coordinates": [[-1.781524, 5.173230, 6.039543], [-3.430010, 4.273673, 3.176876], [-0.425300, -7.663825, 1.199454], [-2.588465, 4.711563, -1.292320], [-0.775828, -1.417442, -4.046536], [-2.349909, -4.099346, 2.278621], [1.388659, -2.598693, -5.390332], [1.815489, 1.729882, -3.642209], [1.134460, -6.916843, 0.837164], [2.527554, -1.964232, -3.255234], [-2.970443, 5.164842, 5.059104], [0.632583, -3.631666, -3.263492], [1.511505, -5.067477, -5.126461], [3.836078, -3.782090, -4.412535], [1.964091, 3.230074, 1.155547], [0.447113, 7.185938, 2.284770], [-1.801022, -2.030504, 2.577051], [1.192799, -2.377416, -3.928014], [-2.407512, -6.222512, 1.887554], [0.166854, -1.034162, -2.616114], [-3.333313, 6.189765, 4.997706], [1.922938, 4.382287, 1.910755], [-3.862401, 2.676533, -0.059769], [-0.413646, -3.763609, -3.558882], [1.394705, -4.908715, -3.609877], [0.914125, -2.027754, 2.146450], [1.234931, -2.241428, 3.165166], [3.731962, 2.657953, 1.660441], [3.615515, -3.744553, -5.476298], [2.032498, -3.989790, -7.321929], [-0.900487, 4.800639, 5.507811], [2.421978, -3.103837, -7.825481], [3.209530, -1.511774, -3.974756], [-1.546585, 5.712399, 1.449179], [-0.938902, -5.491483, -0.208765], [-0.879845, 4.691402, -1.630750], [0.800463, 5.142199, 1.991513], [0.704540, 1.946836, -1.736566], [-4.213730, 3.657744, -0.358527], [-2.565797, 4.745594, 3.630156], [-1.144692, 3.280258, 7.316067], [-3.024862, 6.577281, 2.688134], [-1.548085, 6.183828, 6.370937], [0.550061, -7.004941, 2.502724], [-0.215066, -4.972144, -0.835094], [0.757896, 1.653838, -0.406710], [1.013856, -4.157529, -7.665750], [-1.682411, -5.471228, 2.206918], [1.795779, -2.032348, 1.502407], [-0.562588, -2.487571, 0.269963], [-1.423452, -3.001320, -0.150451], [-0.132038, -3.015897, 1.649702], [0.247251, -6.850549, 1.469025], [2.821958, 3.800036, -3.276504], [0.258464, -2.554133, -0.442363], [3.039594, -2.796893, -2.773891], [1.760720, 4.190251, -1.923269], [4.139944, -4.586351, -5.927144], [0.233529, -1.217389, -3.690012], [-0.344084, 4.821991, 1.349132], [1.987276, 2.080903, -2.335597], [-1.326022, -3.013972, 2.603393], [3.402057, 3.527640, -1.643017], [2.350519, -1.218412, -2.478825], [0.516737, -5.260698, -5.539784], [2.121226, -5.940539, -5.365871], [0.924760, 6.365710, 2.803367], [0.730025, 0.573203, 0.042362], [-1.404446, 2.772990, 8.235949], [-1.429426, 3.211582, -0.253978], [-1.737822, 4.058048, -1.431044], [0.870648, -5.769603, -3.189760], [4.045263, -2.827753, -5.882411], [-1.909739, -5.012809, -0.335647], [-1.487654, 6.574464, 3.476098], [2.523539, 3.506385, -2.279211], [-0.475409, -5.524567, 1.267220], [0.629098, -3.473613, -2.185646], [2.114463, -3.836880, -5.808167], [2.631472, -4.845670, -7.630412], [2.692566, 1.359465, -1.927973], [-1.782002, 3.994459, 3.691591], [2.797943, 4.703200, 2.447378], [-4.524438, 2.192746, 0.639994], [-3.122539, -4.112718, 3.049549], [-0.970012, -3.160209, 3.628163], [-1.243240, 2.611748, 6.463239], [-2.490368, 2.727362, 0.524060], [-2.258842, 2.298889, 1.621190], [-3.777434, 4.556738, 5.443778], [0.590635, -0.306442, -4.168174], [-0.843835, -1.438376, 0.348596], [-1.857645, 3.433622, -2.306827], [-2.865317, -3.872210, 1.341117], [0.459387, -4.386652, 1.551852], [0.811714, 2.878153, 0.456416], [-1.283409, 6.674337, 1.004958], [0.499514, -1.021161, 2.137110], [3.051863, 2.453359, 1.008741], [2.385365, -4.906555, -3.146559], [-2.053487, 4.369403, 7.170824], [0.265428, -2.489765, -6.020843], [-1.036589, -6.494191, -0.623106], [1.187321, -4.638032, 2.589435], [1.970141, 6.617048, 2.900091], [-0.328481, 3.663357, 0.544826], [-1.363328, -5.755938, 3.214281], [0.494580, 6.229324, 3.784242], [-3.837526, 2.083524, -0.973578], [-0.121561, 3.643763, 7.398187], [-2.134685, 5.975594, 2.847881], [-2.345709, 5.327153, 0.836704]],
  "forces_ev_per_a": [[-0.4, -0.3, -0.1], [0.0, -0.1, -0.4], [-0.1, 0.0, -0.1], [-0.3, 0.0, 0.1], [0.1, -0.1, -0.1], [0.1, 0.0, -0.1], [-1.5, -0.9, 0.0], [-0.2, 0.0, 0.0], [0.0, 0.0, 0.0], [0.2, 0.0, -0.1], [0.7, 0.6, -0.3], [-0.1, -0.5, -0.1], [-0.3, 0.0, 0.3], [0.0, 0.0, 0.0], [-0.1, 0.2, 0.1], [-0.2, 0.1, 0.0], [0.1, 0.1, -0.1], [0.8, 0.7, 0.9], [0.0, -0.1, -0.1], [0.1, 0.0, 0.0], [-0.4, 0.1, 0.0], [-0.1, -0.5, -0.3], [0.3, -0.1, -0.8], [0.0, 0.1, -0.1], [0.0, 0.1, -0.1], [0.4, -0.1, 0.4], [0.0, -0.1, -0.1], [0.1, 0.0, 0.0], [0.0, 0.1, 0.2], [-0.3, 0.1, -0.2], [0.2, -0.1, 0.0], [0.0, 0.0, 0.0], [0.0, 0.0, 0.0], [0.2, 0.5, 0.5], [0.0, 0.2, -0.1], [0.2, 0.1, 0.0], [0.3, -0.4, -0.1], [0.2, 0.0, 0.1], [-0.2, 0.2, 0.1], [-0.4, 0.1, 0.7], [-0.4, 0.6, 0.0], [-0.1, 0.2, 0.0], [0.0, 0.1, 0.1], [0.1, 0.1, 0.0], [0.0, 0.0, 0.0], [-0.1, 0.9, -0.5], [0.0, 0.1, 0.1], [-0.1, 0.3, 0.3], [0.0, 0.0, 0.0], [-0.2, -0.2, -0.1], [0.1, -0.1, 0.0], [-0.2, 1.0, -0.9], [0.3, 0.0, 0.3], [0.1, 0.1, -0.2], [0.0, 0.0, 0.0], [0.0, 0.0, -0.1], [-0.1, 0.2, 0.1], [-0.1, 0.0, -0.1], [-0.4, 0.1, -0.3], [-0.2, -0.4, -0.2], [0.4, 0.3, -0.9], [-0.2, -0.3, 0.2], [0.1, 0.2, 0.2], [-0.2, -0.1, 0.0], [0.0, 0.1, 0.0], [0.1, 0.0, -0.1], [0.0, 0.2, -0.2], [0.0, -1.3, 0.5], [-0.1, -0.2, 0.1], [-0.7, 1.6, 0.3], [0.7, -0.3, 0.0], [0.0, 0.0, 0.0], [0.0, 0.0, 0.0], [0.0, 0.1, 0.0], [0.2, 0.2, 0.0], [0.0, -0.4, 0.1], [-0.3, -0.5, -1.1], [0.0, 0.0, 0.0], [1.2, -0.3, -0.2], [0.1, 0.0, 0.1], [-0.1, -0.2, 0.3], [0.1, -0.2, -0.1], [0.0, 0.3, 0.2], [-0.1, 0.1, 0.2], [0.0, 0.0, 0.0], [0.1, 0.0, 0.0], [0.1, -0.3, -0.1], [-0.1, -0.5, -0.3], [0.3, -0.1, 1.0], [0.0, -0.2, 0.2], [0.0, 0.0, 0.0], [0.1, 0.0, 0.1], [-0.2, -0.1, -0.1], [0.0, 0.0, 0.0], [-0.5, -0.2, 1.7], [-0.4, 0.6, 0.2], [0.1, 0.1, -0.1], [-0.1, 0.0, -0.1], [-0.1, 0.1, 0.1], [0.0, 0.0, 0.0], [0.4, -0.1, 0.0], [0.4, 0.4, -0.1], [0.0, -0.1, 0.2], [0.3, 0.0, -0.5], [0.2, -0.1, 0.0], [0.6, -0.5, -0.1], [0.1, 0.0, 0.0], [-0.1, -0.1, 0.2], [0.0, -0.1, -0.1], [0.2, 0.0, 0.0], [-0.2, -0.4, -0.1], [-0.1, -0.3, -0.2]]
}


[2]
{
  "formula": "C36H64O28",
  "method": "the ωB97M-V functional and the def2-TZVPD basis",
  "homo_lumo_gap_ev": 9.96,
  "spin_multiplicity": 1,
  "de_lowest_kj_mol": 214.0,
  "lumo_ev": -0.146,
  "smiles": "C[C@H]1COC(=O)O1.C[C@H]1COC(=O)O1.C[C@H]1COC(=O)O1.C[C@H]1COC(=O)O1.C[C@H]1COC(=O)O1.C[C@H]1COC(=O)O1.C[C@H]1COC(=O)O1.C[C@H]1COC(=O)O1.CO.CO.CO.CO",
  "elements": ["C", "H", "C", "H", "H", "H", "C", "H", "H", "O", "H", "H", "H", "H", "H", "C", "H", "C", "H", "H", "H", "H", "C", "C", "H", "H", "H", "H", "C", "C", "H", "H", "H", "C", "H", "H", "H", "H", "C", "C", "H", "H", "O", "H", "H", "C", "O", "H", "C", "H", "H", "O", "O", "H", "O", "O", "C", "C", "H", "O", "H", "H", "C", "H", "H", "H", "H", "C", "H", "H", "H", "H", "C", "C", "O", "O", "C", "H", "O", "C", "H", "C", "C", "C", "C", "O", "C", "H", "H", "H", "C", "C", "H", "O", "O", "C", "C", "O", "H", "H", "H", "O", "O", "O", "C", "H", "O", "H", "C", "H", "O", "O", "O", "H", "O", "H", "O", "C", "H", "C", "H", "O", "C", "O", "O", "H", "O", "H"],
  "coordinates": [[-0.698871, 7.132539, -1.805649], [-1.910991, -1.205589, 3.409631], [3.182557, 3.129776, 5.196087], [-2.027835, 5.577243, -1.224790], [1.836029, -2.991528, -4.591548], [6.058538, 2.315746, -2.183571], [-1.942462, 2.355375, 1.147941], [-1.169229, -4.775397, 0.187386], [-1.475965, 7.694014, -2.324269], [-0.105502, 4.886206, -1.152332], [-4.057013, -0.756364, -5.050346], [-2.635142, 2.181469, 3.888014], [0.333872, -3.903461, 2.331871], [1.417519, -1.557391, -3.913097], [-2.348531, -4.209074, 3.581976], [6.005385, 2.650365, -1.147563], [3.885683, -0.797573, -3.940576], [-1.810511, -4.194443, -0.475451], [-0.622362, 0.479068, -0.597735], [-4.012116, 3.318749, 3.779355], [1.089748, -5.137179, 1.304355], [0.833708, 0.320624, 0.304776], [-4.117212, -1.030065, -0.146730], [-2.730470, 3.240929, 2.041358], [0.003213, 0.869835, 3.647057], [5.527042, 3.627751, -1.084156], [7.052478, 2.803093, -0.886075], [-2.256943, -2.894911, 2.400219], [2.260184, -2.248775, -3.915889], [2.920124, -3.333836, 0.867138], [2.729993, 1.856047, 6.931944], [2.295368, -2.961422, 2.961478], [3.055585, -4.112931, 0.116961], [-0.467424, 0.003585, 4.112053], [-0.794920, -1.124165, -3.761724], [-1.973960, 5.098817, -3.714895], [0.340676, -0.649041, 4.442451], [4.326307, 4.725739, 4.343519], [2.476726, 2.738633, 3.074279], [-6.165706, -1.918171, 1.351765], [-0.298745, 5.774394, -3.743727], [-0.594158, -0.991835, 1.292216], [-2.565218, -3.970469, -6.847151], [-2.642424, -3.675531, 0.000727], [0.697958, -0.437383, -1.262148], [4.235638, 3.646080, 4.224296], [-4.053966, -2.782037, -5.680885], [-3.764429, -0.111760, -0.616142], [-3.986916, -1.774825, -4.668324], [-5.451888, -2.654248, 1.721578], [4.280560, -3.555116, -4.867598], [-6.670111, -1.114013, 2.433617], [-5.562060, 0.315526, 1.181292], [-3.752805, -3.789581, 2.706147], [2.295548, 2.400184, 4.337622], [3.104255, -1.074075, -5.779645], [-2.839393, -3.211210, -5.924147], [3.466684, -1.627478, -4.509606], [0.228901, 7.297453, -2.353496], [-1.283883, -0.574453, 3.049068], [-1.068171, 0.329608, 4.961110], [3.082724, 1.897125, -0.177903], [4.633666, -2.524187, -4.892344], [4.292240, 2.666441, 7.062512], [-2.089863, -0.097441, -2.953362], [-0.902118, 2.679013, 1.115739], [-0.642960, 7.663800, -0.855529], [-2.656420, -1.969463, -3.999098], [3.909517, -2.878476, 0.910056], [5.525616, -2.291899, -4.310478], [-2.105469, 4.062358, 2.391670], [5.195361, 3.131625, 4.175628], [1.183588, -4.579421, 2.236127], [2.440765, -3.762200, 2.236415], [3.163278, -6.481204, 4.226230], [-0.242111, -1.358029, 0.477625], [-3.417817, 2.579562, 3.242234], [3.511826, 1.829668, -1.802478], [0.851076, 2.728073, -1.422848], [-1.109637, 5.647010, -1.808018], [-3.367700, -1.202883, 0.625579], [3.604264, 2.182894, 6.368985], [4.908846, -0.650935, -1.016490], [0.149749, 3.713961, -1.826022], [0.154803, -0.239728, -0.338022], [-6.498482, 0.973495, 3.210308], [2.623695, -5.644154, 3.478981], [5.253791, 1.534768, 0.629572], [-4.093749, 1.792806, 2.907203], [-4.756656, -1.914992, -3.909411], [-0.994002, 5.104610, -3.237660], [-5.517147, -0.851190, 0.403908], [-2.299304, -4.897525, -1.149883], [-1.973044, -2.631217, -5.080110], [3.631072, 3.400978, 2.954675], [-3.542397, 3.447469, 0.004870], [-2.875515, -3.345403, 3.176441], [4.848938, -2.259290, -6.250051], [4.100508, 1.313399, 5.937917], [-6.198605, -0.637623, -0.419554], [2.428844, -2.740330, -2.957755], [-1.044881, -3.299011, -1.257689], [3.699512, -0.081839, -0.939571], [-2.531317, 2.634506, -0.103922], [-1.805882, -0.718749, -3.802739], [-4.042690, -1.904521, -0.793165], [-4.183867, 3.864268, -0.939105], [-3.877164, -2.921732, 4.727059], [3.971168, -1.396339, -6.708404], [-0.707799, -2.555278, -0.752865], [1.775390, 2.367885, 2.159127], [5.773393, 0.294587, -0.859361], [5.159859, -1.812214, -1.357551], [2.229918, -2.647859, 0.376064], [1.393503, -5.427537, 3.324930], [-2.727922, -2.567300, -3.090488], [3.310314, -4.740535, 2.755604], [3.752370, 1.359320, -0.849056], [2.641417, 3.979293, 5.612741], [-6.275195, 0.141989, 2.380230], [-2.064977, 1.312386, 1.439928], [-0.424599, 3.813417, -3.092278], [5.225586, 1.548080, -0.459987], [-3.207503, -2.451062, 4.225435], [-3.729835, 3.763030, 1.252764], [-1.780433, -0.119680, -4.712998], [4.031011, -0.905727, -7.843895], [-6.853494, -2.544369, 0.783506]],
  "forces_ev_per_a": [[-0.4, 0.2, -0.3], [-0.1, 0.1, 0.5], [0.2, -0.9, 1.6], [-0.3, -0.6, -0.5], [0.5, -0.4, -0.2], [-0.2, 0.4, -0.3], [0.6, -0.3, 0.2], [-0.2, 0.1, 0.4], [-0.1, -0.1, -0.3], [1.0, -2.3, 0.5], [-0.2, -0.2, -0.6], [-0.2, -0.2, 0.2], [-0.3, -0.5, 0.4], [0.3, 0.4, 0.7], [0.4, 0.0, 0.0], [0.0, -0.1, -0.6], [-0.4, 0.1, 0.4], [0.1, 0.4, -0.7], [-0.6, -0.4, 0.0], [0.1, 0.0, 0.0], [-0.1, -0.3, 0.1], [0.3, 0.4, -0.3], [0.4, -0.4, 0.6], [0.0, 0.1, 3.2], [0.0, 0.1, 0.1], [-0.2, -0.2, 0.0], [-0.1, -0.4, 0.6], [-0.1, 0.3, 0.2], [-1.1, -0.6, -0.1], [0.3, 0.6, -0.4], [0.0, 0.1, -0.1], [0.5, 0.4, -0.1], [-0.2, -0.6, 0.5], [-0.3, 0.1, -1.0], [0.1, 0.3, 0.7], [0.3, -0.4, -0.2], [-0.2, -0.3, 0.0], [0.5, -0.1, -0.1], [-0.2, -1.2, -1.5], [1.4, 0.4, -0.9], [0.0, -0.3, -0.4], [-0.2, 0.1, 0.6], [-0.3, 1.6, 2.3], [0.1, 0.0, 0.7], [-0.1, -0.9, 0.2], [-0.1, 0.0, -0.3], [-1.7, 0.8, 0.7], [-0.3, -0.1, -0.4], [-0.8, 0.5, 1.2], [0.3, 0.4, 0.4], [0.6, -0.3, 0.6], [-0.8, -2.0, -0.1], [-0.3, 1.5, 2.3], [-0.2, 0.3, -0.2], [-0.8, -0.1, 1.1], [-1.3, 0.8, 0.2], [1.6, -1.7, -2.6], [0.7, 0.9, -0.2], [0.1, -0.1, 0.1], [0.7, 0.4, 0.4], [-0.1, -0.1, 0.0], [-0.3, -1.1, 0.6], [-0.8, -1.0, 0.6], [0.0, 0.1, -0.1], [0.2, -0.2, 0.1], [0.1, -0.5, -0.1], [0.1, -0.6, 0.3], [0.7, 1.0, -1.1], [-0.1, 0.3, 0.2], [-0.1, -0.5, -0.1], [0.0, 0.2, 0.1], [0.0, 0.1, 0.5], [-0.7, 1.4, -1.4], [-0.3, -0.5, -1.2], [-1.8, 2.3, -2.3], [0.0, -0.1, -1.5], [0.6, 0.2, -0.4], [0.2, -0.5, -0.5], [-3.4, 4.7, -1.7], [1.0, 1.8, 0.1], [-0.2, -0.1, 0.5], [0.0, 0.6, -1.1], [-0.5, -2.0, -1.9], [1.9, -2.2, 0.3], [0.7, 1.2, 1.1], [0.4, -0.6, -1.0], [5.5, -2.2, 2.9], [0.3, 0.4, 0.1], [0.2, 0.0, 0.0], [-0.4, -0.1, -0.5], [-0.8, 0.7, 0.8], [-0.5, -0.3, -0.1], [0.2, -0.1, -0.2], [0.9, -1.3, 0.2], [-0.1, 0.7, -1.0], [-1.7, 1.2, -2.4], [0.1, -1.2, -0.1], [1.4, -0.4, -0.6], [0.0, -0.1, 0.1], [-0.1, -0.3, -0.2], [0.0, 0.3, 0.1], [-0.3, -0.6, -1.0], [-2.4, -0.4, 0.4], [1.5, -1.7, -1.7], [0.0, -0.5, -0.2], [-0.1, 0.2, -0.4], [0.6, -0.4, 1.0], [-0.1, 0.4, 0.4], [0.7, 2.1, -3.9], [-0.1, 0.1, 0.8], [0.8, 0.7, 1.0], [3.3, 0.5, 0.3], [-0.9, 2.7, 1.3], [-0.1, 0.3, 0.3], [-4.9, -0.7, 0.5], [0.4, -0.3, -0.2], [2.1, -0.3, 0.4], [1.2, 0.7, -0.6], [-0.2, 0.0, -0.1], [0.8, 0.9, -1.2], [0.2, -0.1, -0.3], [0.7, -0.7, 1.6], [-0.4, 0.0, 0.6], [0.0, 0.1, -0.5], [-1.8, 1.6, 0.1], [-0.4, 0.1, 0.0], [-0.5, -1.4, 2.9], [-0.9, 0.6, 0.5]]
}


E_tot across the listed records, respectively: -2255.31734; -3516.85263 a.u..